(1)
{
  "formula": "CHF3N2",
  "method": "wB97M-V/def2-TZVPD",
  "e_lumo_ev": 0.7,
  "gap_ha": 0.45444,
  "smiles": "N#CF.FNF",
  "e_tot_ev": -12180.333,
  "elements": ["N", "C", "F", "F", "N", "F", "H"],
  "xyz": [[1.332, -0.483, 3.838], [0.530, -0.945, 3.188], [-0.316, -1.538, 2.506], [0.181, -1.074, -0.692], [0.308, 0.172, -0.091], [1.605, 0.230, 0.379], [0.317, 0.707, -1.001]]
}

***

(2)
{
  "formula": "C21H48Br12O19S6",
  "method": "wB97M-V/def2-TZVPD",
  "e_lumo_ev": -0.4,
  "gap_ha": 0.36120,
  "e_tot_ev": -966974.110,
  "elements": ["O", "S", "O", "O", "C", "C", "C", "H", "H", "H", "H", "H", "H", "H", "H", "O", "S", "O", "O", "C", "C", "C", "H", "H", "H", "H", "H", "H", "H", "H", "O", "S", "O", "O", "C", "C", "C", "H", "H", "H", "H", "H", "H", "H", "H", "O", "S", "O", "O", "C", "C", "C", "H", "H", "H", "H", "H", "H", "H", "H", "O", "S", "O", "O", "C", "C", "C", "H", "H", "H", "H", "H", "H", "H", "H", "C", "Br", "Br", "Br", "H", "C", "Br", "Br", "Br", "H", "C", "Br", "Br", "Br", "H", "C", "Br", "Br", "Br", "H", "C", "C", "O", "S", "O", "O", "O", "H", "H", "H", "H"],
  "xyz": [[-8.259, 10.081, 7.023], [-7.698, 8.940, 6.368], [-8.419, 7.711, 6.388], [-7.330, 9.246, 4.807], [-7.281, 10.630, 4.414], [-8.659, 11.197, 4.118], [-5.990, 8.793, 6.952], [-6.736, 10.609, 3.466], [-6.703, 11.202, 5.147], [-9.160, 10.534, 3.415], [-8.494, 12.188, 3.701], [-9.259, 11.249, 5.027], [-5.338, 8.616, 6.107], [-5.939, 8.079, 7.768], [-5.734, 9.762, 7.383], [-15.328, 8.789, -1.211], [-14.168, 9.515, -1.638], [-13.517, 9.091, -2.847], [-14.540, 11.085, -1.811], [-15.692, 11.346, -2.634], [-16.596, 12.348, -1.914], [-12.977, 9.647, -0.312], [-16.299, 10.459, -2.811], [-15.302, 11.792, -3.549], [-16.069, 13.287, -1.758], [-16.874, 11.905, -0.957], [-17.511, 12.465, -2.488], [-13.520, 9.390, 0.595], [-12.513, 10.625, -0.362], [-12.217, 8.884, -0.467], [-19.646, 19.019, 3.061], [-19.358, 17.849, 3.824], [-18.330, 17.862, 4.828], [-20.695, 17.180, 4.443], [-20.573, 16.089, 5.354], [-21.639, 16.155, 6.425], [-18.971, 16.552, 2.663], [-19.586, 16.082, 5.840], [-20.546, 15.137, 4.805], [-21.481, 15.279, 7.062], [-22.620, 16.072, 5.960], [-21.491, 17.021, 7.062], [-18.735, 15.660, 3.239], [-18.066, 16.905, 2.179], [-19.829, 16.376, 2.027], [-20.447, 11.955, 0.464], [-20.416, 12.967, 1.464], [-19.605, 14.153, 1.362], [-21.947, 13.397, 1.737], [-22.157, 14.543, 2.571], [-22.748, 15.687, 1.761], [-19.963, 12.230, 3.008], [-21.278, 14.932, 3.092], [-22.844, 14.226, 3.364], [-23.748, 15.421, 1.418], [-22.107, 15.861, 0.895], [-22.824, 16.637, 2.289], [-20.156, 12.956, 3.807], [-18.896, 12.041, 2.988], [-20.631, 11.425, 3.309], [-16.765, 12.970, 2.488], [-15.886, 14.061, 2.183], [-16.157, 15.344, 2.750], [-14.387, 13.636, 2.618], [-13.421, 14.696, 2.712], [-12.133, 14.072, 3.200], [-15.684, 14.129, 0.410], [-13.772, 15.404, 3.460], [-13.179, 15.179, 1.762], [-11.341, 14.809, 3.317], [-11.850, 13.299, 2.486], [-12.169, 13.523, 4.146], [-15.082, 15.012, 0.209], [-16.658, 14.209, -0.073], [-15.247, 13.218, 0.008], [-16.827, 18.018, -0.788], [-17.191, 19.159, 0.731], [-16.571, 19.124, -2.377], [-18.271, 16.741, -1.045], [-15.920, 17.467, -0.599], [-9.370, 16.046, 0.452], [-9.690, 14.108, 0.611], [-7.568, 16.298, -0.270], [-9.599, 16.951, 2.121], [-10.052, 16.393, -0.306], [-16.164, 9.971, 3.337], [-17.293, 9.756, 4.903], [-16.137, 8.340, 2.312], [-14.368, 10.505, 3.859], [-16.584, 10.733, 2.699], [-9.560, 14.233, 6.551], [-8.609, 13.302, 7.963], [-8.649, 15.981, 6.401], [-11.434, 14.511, 6.896], [-9.560, 13.706, 5.609], [-15.308, 19.359, 4.610], [-15.132, 17.860, 4.150], [-13.779, 17.782, 3.714], [-13.264, 19.263, 3.294], [-13.773, 19.548, 1.994], [-11.872, 19.326, 3.524], [-14.029, 19.960, 4.511], [-15.671, 19.335, 5.632], [-16.017, 19.928, 4.013], [-15.791, 17.554, 3.349], [-15.218, 17.274, 5.059]]
}

***

(3)
{
  "formula": "C29H33N3NaP2S2",
  "method": "wB97M-V/def2-TZVPD",
  "e_lumo_ev": 1.9,
  "gap_ha": 0.20704,
  "e_tot_ev": -79747.579,
  "charge": -1,
  "elements": ["Na", "S", "P", "C", "P", "S", "C", "C", "C", "C", "C", "C", "C", "C", "C", "C", "C", "C", "C", "C", "C", "C", "C", "C", "C", "C", "C", "C", "C", "C", "H", "H", "H", "H", "H", "H", "H", "H", "H", "H", "H", "H", "H", "H", "H", "H", "H", "H", "H", "H", "N", "C", "C", "N", "C", "C", "N", "H", "H", "H", "H", "H", "H", "H", "H", "H", "H", "H", "H", "H"],
  "xyz": [[0.391, -0.132, -0.281], [-0.885, -1.282, 2.576], [0.665, -2.365, 1.778], [0.787, -2.415, 0.132], [2.102, -2.502, -0.873], [2.691, -0.818, -1.882], [1.782, -3.739, -2.186], [2.779, -4.098, -3.088], [2.522, -5.027, -4.081], [1.258, -5.600, -4.188], [0.263, -5.243, -3.292], [0.527, -4.318, -2.291], [3.629, -3.229, -0.136], [4.786, -2.484, 0.048], [5.892, -3.044, 0.674], [5.855, -4.358, 1.111], [4.704, -5.115, 0.919], [3.602, -4.551, 0.301], [2.199, -1.708, 2.573], [3.196, -2.525, 3.096], [4.385, -1.987, 3.569], [4.600, -0.619, 3.519], [3.614, 0.206, 2.993], [2.427, -0.335, 2.532], [0.526, -4.016, 2.564], [0.317, -5.135, 1.776], [0.178, -6.390, 2.357], [0.249, -6.528, 3.732], [0.444, -5.406, 4.533], [0.569, -4.156, 3.951], [3.759, -3.640, -3.016], [3.305, -5.304, -4.776], [1.053, -6.323, -4.969], [-0.723, -5.689, -3.369], [-0.225, -4.030, -1.563], [4.799, -1.458, -0.299], [6.783, -2.446, 0.825], [6.719, -4.794, 1.601], [4.666, -6.145, 1.255], [2.709, -5.147, 0.161], [3.061, -3.597, 3.124], [5.150, -2.647, 3.961], [5.529, -0.197, 3.882], [3.771, 1.278, 2.948], [1.654, 0.323, 2.148], [0.256, -4.995, 0.702], [0.013, -7.260, 1.731], [0.143, -7.507, 4.185], [0.487, -5.507, 5.611], [0.694, -3.274, 4.567], [-1.914, -0.663, -1.098], [-2.814, 0.467, -1.012], [-2.666, 1.149, 0.347], [-1.295, 1.472, 0.695], [-0.823, 2.829, 0.541], [0.171, 2.975, -0.611], [1.337, 2.148, -0.349], [-2.089, -1.270, -1.886], [-1.906, -1.231, -0.252], [-3.877, 0.206, -1.139], [-2.564, 1.177, -1.810], [-3.045, 0.464, 1.110], [-3.302, 2.046, 0.368], [-1.048, 1.040, 1.578], [-0.322, 3.144, 1.464], [-1.661, 3.524, 0.390], [0.406, 4.040, -0.765], [-0.296, 2.611, -1.529], [1.926, 2.536, 0.378], [1.914, 1.966, -1.161]]
}

***

(4)
{
  "formula": "C3H4LiMgO3",
  "method": "wB97M-V/def2-TZVPD",
  "e_lumo_ev": [-9.4, -9.6],
  "gap_ha": [0.26819, 0.35072],
  "spin_multiplicity": 2,
  "e_tot_ev": -14952.013,
  "charge": 2,
  "elements": ["O", "C", "C", "O", "C", "O", "Li", "Mg", "H", "H", "H", "H"],
  "xyz": [[-0.762, -1.333, 0.753], [-1.468, -0.095, 0.720], [-0.513, 1.054, 0.710], [3.167, 1.302, -2.818], [2.701, 0.402, -2.285], [2.128, -0.383, -1.632], [-1.428, -2.678, 1.756], [0.780, -1.189, -0.333], [-2.115, -0.014, 1.616], [-2.125, -0.054, -0.163], [0.487, 0.913, 1.142], [-0.853, 2.075, 0.534]]
}

***

(5)
{
  "formula": "C24H33F6O15PS",
  "method": "wB97M-V/def2-TZVPD",
  "e_lumo_ev": -0.3,
  "gap_ha": 0.29173,
  "smiles": "CCP(C)[C@@H]1CC[C@H](C(=O)C(F)(F)C(F)(F)C(F)(F)C(=O)O)S(=O)(=O)O1.C[C@@H]1COC(=O)O1.C[C@@H]1COC(=O)O1.C[C@@H]1COC(=O)O1",
  "e_tot_ev": -92564.497,
  "elements": ["C", "C", "P", "C", "C", "C", "C", "C", "C", "O", "C", "F", "F", "C", "F", "F", "C", "F", "F", "C", "O", "O", "S", "O", "O", "O", "H", "H", "H", "H", "H", "H", "H", "H", "H", "H", "H", "H", "H", "H", "H", "C", "C", "C", "O", "C", "O", "O", "H", "H", "H", "H", "H", "H", "C", "C", "C", "O", "C", "O", "O", "H", "H", "H", "H", "H", "H", "C", "C", "C", "O", "C", "O", "O", "H", "H", "H", "H", "H", "H"],
  "xyz": [[5.653, 1.233, 1.136], [4.772, 0.034, 0.799], [3.598, -0.171, 2.215], [4.103, -1.693, 3.106], [1.964, -0.701, 1.458], [1.501, 0.394, 0.542], [0.058, 0.275, 0.087], [-0.939, -0.064, 1.221], [-2.150, 0.840, 1.202], [-2.155, 1.947, 0.699], [-3.446, 0.303, 1.869], [-3.465, -1.055, 1.810], [-3.482, 0.677, 3.173], [-4.722, 0.854, 1.200], [-4.604, 0.764, -0.146], [-4.848, 2.153, 1.541], [-6.019, 0.098, 1.622], [-6.281, -0.856, 0.689], [-5.869, -0.526, 2.800], [-7.265, 1.020, 1.669], [-7.513, 1.805, 0.796], [-8.032, 0.863, 2.780], [-0.124, 0.029, 2.818], [0.299, 1.367, 3.075], [-0.990, -0.579, 3.778], [1.075, -0.964, 2.594], [6.446, 1.307, 0.405], [5.053, 2.128, 1.081], [6.058, 1.163, 2.135], [4.258, 0.209, -0.134], [5.390, -0.856, 0.737], [3.332, -1.872, 3.845], [4.157, -2.574, 2.474], [5.029, -1.528, 3.633], [2.096, -1.640, 0.939], [1.710, 1.366, 0.969], [2.116, 0.325, -0.345], [-0.023, -0.479, -0.683], [-0.229, 1.227, -0.338], [-1.203, -1.106, 1.128], [-8.323, -0.052, 2.827], [2.065, 4.576, 2.549], [2.882, 5.162, 1.422], [2.115, 5.417, 0.143], [3.125, 5.244, -0.864], [4.062, 4.405, -0.363], [4.909, 3.872, -0.999], [3.880, 4.230, 0.966], [2.667, 4.479, 3.451], [1.208, 5.211, 2.771], [1.710, 3.577, 2.291], [3.400, 6.067, 1.752], [1.691, 6.416, 0.086], [1.327, 4.678, -0.023], [-8.149, -2.542, -3.029], [-7.553, -3.592, -2.124], [-6.194, -3.244, -1.560], [-5.588, -4.533, -1.401], [-6.156, -5.371, -2.304], [-5.748, -6.448, -2.575], [-7.255, -4.797, -2.853], [-9.151, -2.829, -3.345], [-8.210, -1.583, -2.515], [-7.544, -2.427, -3.928], [-8.253, -3.851, -1.324], [-6.247, -2.730, -0.609], [-5.591, -2.657, -2.257], [6.886, -1.137, -3.734], [5.719, -2.015, -3.355], [4.719, -2.260, -4.463], [3.492, -2.430, -3.737], [3.609, -1.753, -2.575], [2.709, -1.517, -1.837], [4.888, -1.375, -2.367], [7.593, -1.058, -2.909], [7.409, -1.547, -4.598], [6.544, -0.129, -3.968], [6.071, -2.960, -2.932], [4.935, -3.147, -5.052], [4.613, -1.400, -5.129]]
}

***

(6)
{
  "formula": "C6H12O2",
  "method": "wB97M-V/def2-TZVPD",
  "e_lumo_ev": 0.6,
  "gap_ha": 0.32905,
  "smiles": "CC/C=C/C=C/O.O",
  "e_tot_ev": -10510.044,
  "elements": ["C", "C", "C", "C", "C", "C", "O", "H", "H", "H", "H", "H", "H", "H", "H", "H", "H", "O", "H", "H"],
  "xyz": [[1.366, -2.550, 2.154], [-0.096, -2.322, 1.733], [-0.297, -1.095, 0.863], [0.171, -0.990, -0.380], [-0.044, 0.187, -1.214], [0.636, 0.662, -2.241], [0.370, 1.859, -2.855], [1.629, -3.610, 2.198], [1.542, -2.091, 3.125], [2.061, -2.076, 1.460], [-0.737, -2.204, 2.601], [-0.490, -3.197, 1.222], [-1.006, -0.345, 1.208], [0.788, -1.817, -0.730], [-0.949, 0.727, -0.899], [1.506, 0.205, -2.707], [-0.567, 2.079, -2.777], [-1.937, 3.535, 1.249], [-1.750, 3.046, 0.443], [-1.127, 3.497, 1.766]]
}